No. 1
Molecular formula: C4H8O2
Method: DFT, ωB97M-V/def2-TZVPD

Geometry as XYZ:
```
14
Properties=species:S:1:pos:R:3:forces:R:3:lowdin_charge:R:1
H 1.419359 1.292702 0.593782 -0.16 -0.13 -0.17 0.115
O 0.998333 -1.390846 -0.046594 -1.40 -0.46 1.22 -0.108
H -0.666001 -0.776620 -2.526936 -0.18 0.50 -0.29 0.134
H -0.074415 -1.700702 0.110360 3.58 0.35 0.15 0.133
H -0.056193 -0.249755 1.915913 -0.11 0.16 -0.05 0.078
C -0.514534 -0.817688 -1.449867 -1.04 -0.06 -0.12 -0.126
C 0.689269 -0.206656 -0.743620 -0.44 -0.16 -0.16 -0.378
O -1.232250 -1.573118 -0.802181 -0.25 0.66 -0.93 0.046
H -0.509873 1.448246 2.111677 0.02 -0.08 -0.13 0.074
H 0.033575 1.838264 -0.344489 0.04 -0.14 0.03 0.111
H -1.484029 0.396134 1.076258 0.14 0.01 0.06 0.074
H 1.421555 0.135073 -1.501555 -0.04 -0.64 0.38 0.146
C 0.436266 0.981474 0.212853 -0.08 -0.01 -0.04 -0.194
C -0.461061 0.623490 1.394400 -0.08 0.00 0.04 -0.105
```
Forces are in eV/Å.

Summary:
**Net charge**: 0
**LUMO level**: 0.013 hartree
**HOMO energy**: -9.904 eV
**SMILES string**: CC[C@@H](O)C=O
**Multiplicity**: 1
**Gap between HOMO and LUMO**: 10.249 eV
**Energy**: -8371.03102 eV



No. 2
Molecular formula: C4H8O2
Method: DFT, ωB97M-V/def2-TZVPD

Geometry as XYZ:
```
14
Properties=species:S:1:pos:R:3:forces:R:3:lowdin_charge:R:1
H -0.050873 -2.216430 1.887597 -0.01 0.09 -0.13 0.080
C -0.920558 -1.667098 1.529707 0.10 -0.06 0.04 0.016
H -1.441436 -1.182819 2.361111 0.15 -0.12 -0.12 0.090
C 0.494163 1.728914 -0.935537 -0.08 0.03 0.12 -0.070
H -1.633329 -2.363332 1.075051 0.17 0.06 0.04 0.092
H 2.151426 0.307158 -0.861670 -0.20 -0.03 -0.07 0.115
H -0.412152 1.653427 -0.345153 0.17 0.46 -0.15 0.046
C 1.072887 0.317047 -1.040457 -0.02 -0.09 -0.01 -0.163
O 0.585079 -0.663723 -0.056263 -0.06 0.22 0.15 -0.011
O -1.476899 0.240721 0.274614 0.04 -0.50 -0.09 0.063
H 0.188018 2.112427 -1.913598 0.25 -0.09 0.09 0.080
H 0.898386 -0.118990 -2.030071 -0.10 0.00 0.24 0.118
C -0.626503 -0.587914 0.513841 -0.45 0.17 0.00 -0.531
H 1.171790 2.440612 -0.459172 0.05 -0.16 -0.12 0.075
```
Forces are in eV/Å.

Summary:
**Net charge**: 0
**LUMO level**: 0.036 hartree
**HOMO energy**: -9.966 eV
**SMILES string**: CCOC(C)=O
**Multiplicity**: 1
**Gap between HOMO and LUMO**: 10.942 eV
**Energy**: -8372.48524 eV



No. 3
Molecular formula: C4H8O2
Method: DFT, ωB97M-V/def2-TZVPD

Geometry as XYZ:
```
14
Properties=species:S:1:pos:R:3:forces:R:3:lowdin_charge:R:1
H -1.114721 -0.688641 -2.828974 0.08 -0.23 0.57 0.107
H 1.110486 1.468983 0.635771 -0.03 0.24 0.08 0.079
H 0.489290 0.411506 -1.489643 -0.29 -0.02 0.74 0.124
H -1.110758 -0.483497 1.457635 0.00 0.06 -1.14 0.137
H -1.247271 0.692866 -1.025759 -0.50 0.62 -0.36 0.092
O -0.829855 -1.090883 -1.986960 -0.14 0.28 0.48 -0.071
C 0.583007 -1.125544 0.233783 0.95 -0.85 1.16 -0.443
H -0.344454 1.886398 1.629971 0.15 -0.07 -0.22 0.077
C -0.248690 -0.139323 0.858244 -0.04 0.04 -0.98 -0.135
O 1.778393 -0.963181 0.039619 0.25 -0.55 -0.12 -0.011
C -0.458068 -0.021515 -1.133917 -0.57 1.06 0.44 -0.111
C 0.397354 1.119258 1.382439 -0.09 0.04 -0.35 -0.073
H 0.003241 -2.016910 -0.069770 0.52 -0.27 0.04 0.131
H 0.992045 0.950484 2.297560 -0.28 -0.34 -0.35 0.097
```
Forces are in eV/Å.

Summary:
**Net charge**: 0
**LUMO level**: 0.025 hartree
**HOMO energy**: -8.941 eV
**Multiplicity**: 1
**Gap between HOMO and LUMO**: 9.631 eV
**Energy**: -8369.57234 eV



No. 4
Molecular formula: C4H8O2
Method: DFT, ωB97M-V/def2-TZVPD

Geometry as XYZ:
```
14
Properties=species:S:1:pos:R:3:forces:R:3:lowdin_charge:R:1
H -0.141793 0.220020 1.864318 0.05 0.08 -0.15 0.150
O 1.208339 -0.332968 0.400362 -0.02 -0.09 0.05 -0.138
C -1.991103 -0.904859 0.041360 0.17 -0.11 0.03 -0.029
C 2.111970 0.289660 -0.494794 0.18 0.09 -0.22 -0.119
O 0.069380 1.826104 0.574302 0.08 0.03 0.08 -0.073
H -0.581003 0.285905 -1.190173 0.03 -0.02 0.13 0.144
H -1.919057 -1.452216 0.985331 -0.01 0.10 -0.12 0.098
H 2.149265 -0.260407 -1.443577 -0.01 0.09 0.14 0.082
H 3.111657 0.278086 -0.045752 -0.15 0.00 -0.06 0.088
H -2.848602 -0.216782 0.124674 0.12 -0.01 -0.02 0.122
C 0.032897 0.567214 0.826582 -0.34 -0.07 0.05 -0.605
H 1.811001 1.330417 -0.663066 0.08 -0.13 -0.01 0.083
H -2.197690 -1.575978 -0.796226 0.03 0.12 0.10 0.093
C -0.815258 -0.054191 -0.183339 -0.19 -0.09 0.00 0.104
```
Forces are in eV/Å.

Summary:
**Net charge**: 0
**LUMO level (alpha / beta)**: -0.040 / -0.041 hartree
**HOMO energy (alpha / beta)**: -8.534 / -8.527 eV
**Multiplicity**: 1
**Gap between HOMO and LUMO (alpha / beta)**: 7.433 / 7.425 eV
**Energy**: -8368.60193 eV



Across the entries above, relative energy (zero: lowest compared OMol25 entry of this formula, charge and spin) takes the values 217.2; 76.9; 357.9; 451.5 kJ/mol, respectively.